The following is a quantum chemistry calculation of a molecular structure, C6H6 in a non-equilibrium geometry, from the Open Molecules 2025 dataset.

Geometry as XYZ:
```
12
Properties=species:S:1:pos:R:3
C 2.44 0.49 -2.42
C 1.46 -0.17 -1.91
C 0.33 -0.03 1.17
C -1.10 0.50 1.07
C 0.20 -0.20 -1.56
C -0.59 -0.54 0.16
H 1.07 0.81 1.12
H 0.51 -0.68 2.04
H -1.68 0.17 1.90
H -1.18 1.52 0.67
H -0.65 -0.25 -2.25
H -0.82 -1.63 0.02
```

## Properties
Orbital gap (eV): 8.14
F_max (eV/A): 5.7
Energy above the lowest of the compared OMol25 structures with the same formula, charge and spin (kJ/mol): 760.0
Net charge: 0
2S+1: 1

Listed below, in e, are the natural (NBO) charges computed for each atom:
1. C 0.16
2. C -0.48
3. C -0.45
4. C -0.43
5. C 0.06
6. C -0.21
7. H 0.24
8. H 0.21
9. H 0.23
10. H 0.23
11. H 0.20
12. H 0.24

***

The following is a quantum chemistry calculation of a molecular structure, C35H38N5O4STi in a non-equilibrium geometry, from the Open Molecules 2025 dataset.

Geometry as XYZ:
```
84
Properties=species:S:1:pos:R:3
Ti 0.36 0.00 0.58
O -0.79 -0.92 1.93
N -0.39 -1.13 3.17
C -0.90 -2.22 3.77
C -0.61 -2.50 5.08
C 0.24 -1.62 5.77
C 0.73 -0.52 5.14
C 0.42 -0.21 3.78
S 0.92 1.17 2.95
H -1.50 -2.83 3.12
H -1.02 -3.39 5.53
H 0.51 -1.82 6.80
H 1.38 0.18 5.65
O 3.67 -2.30 1.12
C 2.48 -2.19 0.90
O 1.84 -1.06 1.14
C 1.71 -3.31 0.26
C 2.43 -4.22 -0.50
C 1.77 -5.22 -1.20
C 0.35 -5.32 -1.10
C -0.43 -6.28 -1.77
C -1.82 -6.35 -1.62
C -2.45 -5.44 -0.77
C -1.72 -4.47 -0.10
C -0.31 -4.36 -0.24
N 0.35 -3.37 0.40
H 3.50 -4.11 -0.54
H 2.32 -5.92 -1.82
H 0.08 -6.99 -2.42
H -2.40 -7.10 -2.14
H -3.53 -5.49 -0.63
H -2.21 -3.76 0.57
C -0.22 -1.48 -3.32
C -0.76 -1.08 -1.99
O -0.01 -0.90 -1.04
N -2.06 -0.84 -1.85
C -2.69 -0.88 -0.50
C -2.82 0.43 0.21
C -4.06 0.82 0.65
C -4.23 1.98 1.44
C -3.03 2.72 1.69
C -1.83 2.29 1.22
N -1.63 1.13 0.48
H 0.80 -1.83 -3.20
H -0.22 -0.61 -3.98
H -0.82 -2.27 -3.77
H -2.63 -1.20 -2.60
H -2.10 -1.58 0.09
H -3.68 -1.32 -0.64
H -4.91 0.20 0.38
H -5.19 2.28 1.82
H -3.05 3.65 2.25
H -0.95 2.89 1.38
C -2.51 4.06 -2.25
C -1.14 4.07 -1.61
C -0.61 5.24 -1.07
C 0.61 5.20 -0.41
C 1.22 6.45 0.18
C 1.27 3.98 -0.27
C 0.78 2.78 -0.81
C -0.43 2.89 -1.51
N 1.39 1.53 -0.65
C 2.85 1.45 -0.93
C 3.72 1.52 0.34
C 3.11 0.11 -1.62
C 3.36 2.52 -1.93
H -2.76 5.03 -2.69
H -3.27 3.83 -1.49
H -2.59 3.30 -3.02
H -1.16 6.18 -1.15
H 0.49 7.26 0.22
H 2.06 6.80 -0.42
H 1.60 6.27 1.19
H 2.17 3.95 0.33
H -0.85 1.98 -1.95
H 3.49 0.69 1.01
H 3.53 2.45 0.88
H 4.78 1.47 0.08
H 2.67 -0.73 -1.08
H 4.18 -0.08 -1.71
H 2.66 0.13 -2.62
H 3.58 3.48 -1.47
H 2.62 2.69 -2.72
H 4.28 2.15 -2.39
```

## Properties
<S²>: 3.79
Orbital gap (alpha / beta) (eV): 3.75 / 6.21
F_max (eV/A): 3.3
Energy above the lowest of the compared OMol25 structures with the same formula, charge and spin (kJ/mol): 113.3
Net charge: -2
2S+1: 4

Listed below, in e, are the Löwdin charges computed for each atom:
1. Ti 0.90
2. O -0.25
3. N -0.17
4. C -0.02
5. C -0.08
6. C -0.11
7. C -0.10
8. C -0.65
9. S 0.71
10. H 0.13
11. H 0.09
12. H 0.09
13. H 0.09
14. O 0.02
15. C -0.56
16. O -0.23
17. C -0.23
18. C -0.06
19. C -0.07
20. C -0.19
21. C -0.11
22. C -0.17
23. C -0.16
24. C -0.07
25. C -0.25
26. N 0.13
27. H 0.10
28. H 0.08
29. H 0.08
30. H 0.07
31. H 0.07
32. H 0.08
33. C 0.03
34. C -0.48
35. O -0.07
36. N 0.12
37. C -0.11
38. C -0.29
39. C -0.11
40. C -0.15
41. C -0.14
42. C -0.20
43. N -0.03
44. H 0.09
45. H 0.09
46. H 0.08
47. H 0.13
48. H 0.09
49. H 0.11
50. H 0.09
51. H 0.05
52. H 0.08
53. H 0.08
54. C -0.06
55. C -0.29
56. C -0.05
57. C -0.29
58. C -0.07
59. C -0.02
60. C -0.33
61. C -0.03
62. N -0.04
63. C -0.61
64. C -0.05
65. C -0.06
66. C -0.07
67. H 0.06
68. H 0.07
69. H 0.07
70. H 0.10
71. H 0.06
72. H 0.07
73. H 0.07
74. H 0.10
75. H 0.10
76. H 0.06
77. H 0.06
78. H 0.08
79. H 0.05
80. H 0.08
81. H 0.08
82. H 0.06
83. H 0.08
84. H 0.07

***

The following is a quantum chemistry calculation of 3 unconnected molecules or ions with the total composition C29H60BN5O6P in a non-equilibrium geometry, from the Open Molecules 2025 dataset.

Geometry as XYZ:
```
102
Properties=species:S:1:pos:R:3
C -1.46 -6.76 -2.68
C -2.61 -7.09 -3.64
C -2.82 -5.92 -4.60
C -4.23 -5.77 -5.11
O -5.22 -5.56 -4.05
C -5.09 -4.41 -3.41
N -5.14 -3.17 -4.01
C -5.03 -2.21 -3.08
P -5.13 -0.41 -3.45
O -4.70 0.48 -2.37
N -4.89 -2.81 -1.90
C -4.67 -2.11 -0.63
C -3.17 -2.02 -0.42
O -2.56 -1.37 -1.51
C -4.94 -4.18 -2.06
B -4.88 -5.22 -0.85
O -3.72 -5.38 -0.15
N -6.08 -5.94 -0.47
C -6.16 -7.28 -1.14
C -7.31 -5.16 -0.73
H -1.83 -6.19 -1.84
H -0.72 -6.13 -3.16
H -1.00 -7.66 -2.27
H -3.52 -7.33 -3.10
H -2.30 -7.97 -4.20
H -2.18 -6.09 -5.46
H -2.48 -4.98 -4.16
H -4.29 -4.92 -5.79
H -4.58 -6.64 -5.66
H -5.27 -3.02 -5.00
H -4.38 -0.29 -4.64
H -6.48 -0.26 -3.80
H -5.13 -1.13 -0.73
H -5.12 -2.64 0.20
H -2.97 -1.54 0.54
H -2.74 -3.02 -0.38
H -2.22 -0.51 -1.22
H -3.60 -6.31 0.06
H -5.99 -8.07 -0.42
H -7.15 -7.39 -1.57
H -5.41 -7.39 -1.93
H -7.19 -4.17 -0.32
H -8.13 -5.67 -0.24
H -7.57 -5.12 -1.80
C 2.85 2.85 -0.27
C 1.49 2.21 0.11
C 1.55 1.64 1.53
C 2.36 0.35 1.65
C 1.88 -0.68 0.63
C 1.86 -0.15 -0.80
N 1.12 1.15 -0.88
O -0.15 0.93 -0.84
C 3.31 0.00 -1.31
C 1.21 -1.15 -1.73
C 0.48 3.35 0.07
H 3.06 2.76 -1.33
H 2.85 3.91 -0.04
H 3.69 2.42 0.28
H 0.53 1.45 1.88
H 1.96 2.41 2.19
H 3.42 0.55 1.51
H 2.25 -0.05 2.66
H 2.52 -1.57 0.67
H 0.87 -1.01 0.91
H 3.33 0.47 -2.30
H 3.77 -0.98 -1.40
H 3.95 0.58 -0.65
H 0.20 -1.40 -1.40
H 1.78 -2.08 -1.75
H 1.15 -0.77 -2.75
H 0.39 3.77 -0.93
H 0.81 4.14 0.74
H -0.51 3.03 0.40
C 4.29 7.42 4.99
C 3.66 6.20 4.28
C 4.00 4.91 5.02
C 5.45 4.46 4.84
C 5.81 4.38 3.36
C 5.52 5.67 2.61
N 4.12 6.13 2.85
O 3.30 5.42 2.16
C 6.54 6.75 3.02
C 5.74 5.46 1.11
C 2.15 6.42 4.33
H 4.56 8.20 4.28
H 3.59 7.86 5.69
H 5.18 7.16 5.57
H 3.34 4.11 4.67
H 3.78 5.05 6.08
H 6.13 5.13 5.37
H 5.58 3.47 5.30
H 6.87 4.13 3.25
H 5.25 3.56 2.90
H 6.30 7.71 2.56
H 7.53 6.47 2.68
H 6.61 6.90 4.09
H 5.14 4.65 0.72
H 6.79 5.22 0.94
H 5.51 6.37 0.55
H 1.87 7.32 3.78
H 1.85 6.54 5.36
H 1.60 5.58 3.91
```

## Properties
<S²>: 2.01
Orbital gap (alpha / beta) (eV): 6.90 / 7.83
F_max (eV/A): 2.1
Net charge: +1
2S+1: 3

Atomic partial charges in e from the Löwdin method, atoms 1 to 99:
1. C -0.09
2. C -0.22
3. C -0.18
4. C -0.13
5. O 0.01
6. C -0.26
7. N 0.20
8. C -0.29
9. P 0.78
10. O -0.39
11. N 0.02
12. C -0.07
13. C -0.20
14. O -0.06
15. C 0.04
16. B -0.54
17. O 0.18
18. N -0.09
19. C -0.03
20. C -0.07
21. H 0.06
22. H 0.08
23. H 0.08
24. H 0.08
25. H 0.11
26. H 0.13
27. H 0.11
28. H 0.12
29. H 0.14
30. H 0.18
31. H 0.03
32. H 0.03
33. H 0.12
34. H 0.14
35. H 0.14
36. H 0.12
37. H 0.08
38. H 0.13
39. H 0.09
40. H 0.09
41. H 0.06
42. H 0.08
43. H 0.10
44. H 0.09
45. C -0.03
46. C -0.48
47. C -0.13
48. C -0.17
49. C -0.13
50. C -0.50
51. N -0.07
52. O -0.04
53. C -0.03
54. C -0.04
55. C -0.04
56. H 0.09
57. H 0.07
58. H 0.07
59. H 0.12
60. H 0.12
61. H 0.10
62. H 0.11
63. H 0.12
64. H 0.12
65. H 0.09
66. H 0.09
67. H 0.06
68. H 0.06
69. H 0.09
70. H 0.09
71. H 0.10
72. H 0.09
73. H 0.08
74. C -0.03
75. C -0.48
76. C -0.13
77. C -0.17
78. C -0.13
79. C -0.49
80. N -0.08
81. O -0.04
82. C -0.03
83. C -0.04
84. C -0.05
85. H 0.09
86. H 0.08
87. H 0.07
88. H 0.12
89. H 0.13
90. H 0.10
91. H 0.11
92. H 0.13
93. H 0.12
94. H 0.09
95. H 0.09
96. H 0.06
97. H 0.06
98. H 0.09
99. H 0.10

***

The following is a quantum chemistry calculation of C4H8O2 in the gas phase, from the Open Molecules 2025 dataset.

Geometry as XYZ:
```
14
Properties=species:S:1:pos:R:3
C -1.85 -0.55 0.11
C -0.35 -0.57 0.44
O 0.09 -1.91 0.33
C 0.67 0.25 -0.44
O 1.12 -0.34 -1.40
C 1.43 1.53 -0.11
H -2.35 0.37 0.43
H -2.32 -1.38 0.66
H -2.05 -0.73 -0.95
H -0.24 -0.25 1.49
H 0.81 -1.89 -0.33
H 1.32 2.27 -0.92
H 2.49 1.24 -0.15
H 1.22 1.98 0.85
```

## Properties
SMILES string: CC(=O)[C@@H](C)O
Orbital gap (eV): 10.81
F_max (eV/A): 0.9
Energy above the lowest of the compared OMol25 structures with the same formula, charge and spin (kJ/mol): 120.8
Net charge: 0
2S+1: 1

Listed below, in e, are the natural (NBO) charges computed for each atom:
1. C -0.62
2. C 0.01
3. O -0.72
4. C 0.58
5. O -0.57
6. C -0.72
7. H 0.21
8. H 0.23
9. H 0.22
10. H 0.17
11. H 0.49
12. H 0.25
13. H 0.25
14. H 0.22

***

What is the 2S+1 in the fourth record?
1

***

Among the records above, which one has the highest F_max?
C6H6